Entry 1:
21
Properties=species:S:1:pos:R:3 method="wB97M-V/def2-TZVPD" gap_ha=0.270 total_charge=-1 homo_energy_ev=-4.581
C 1.0306 2.1555 0.0084
C 0.3134 1.1065 0.6528
C 1.3464 2.2032 -1.3180
C 0.0882 -0.0790 0.2425
C 0.4118 0.0143 -1.8928
C 1.1859 1.1206 -2.3498
C -0.1333 -1.3031 2.5835
C -1.9856 -1.1625 0.6924
C -0.4755 -1.1825 0.8627
N 0.1311 -2.1120 -2.8491
N 0.2348 -1.0380 -2.4860
O 1.6871 1.1934 -3.4742
O -0.2196 -0.2443 3.1680
O 0.0317 -2.4806 2.8190
H 1.1116 2.9937 0.6365
H 0.2023 1.2763 1.8446
H 1.9489 3.0050 -1.6329
H -2.2664 -0.2530 1.0919
H -2.1631 -1.1632 -0.3734
H -2.5117 -1.9640 1.2054
H 0.0315 -2.0863 0.5683

Entry 2:
19
Properties=species:S:1:pos:R:3 method="wB97M-V/def2-TZVPD" gap_ha=0.354 homo_energy_ev=-9.938
C -2.8217 1.0235 0.1321
C -1.4337 1.1016 0.2484
C -0.7045 -0.0958 0.0578
C 0.8130 -0.0736 0.0427
C 1.5584 1.0770 -0.1514
C 2.9432 0.9974 -0.1508
N 3.5600 -0.1573 0.0101
C 2.8004 -1.2366 0.1213
N 1.4635 -1.2840 0.1401
C -1.3972 -1.2911 -0.0473
C -2.7612 -1.2326 -0.1615
N -3.4844 -0.1164 -0.1003
H -3.4277 1.9302 0.1386
H -0.8903 2.0281 0.4513
H 1.0875 2.0587 -0.3244
H 3.5770 1.8740 -0.3621
H 3.2408 -2.1989 0.2992
H -0.7963 -2.2190 -0.1200
H -3.3270 -2.1854 -0.2238

Entry 3:
20
Properties=species:S:1:pos:R:3 method="wB97M-V/def2-TZVPD" gap_ha=0.271 total_charge=+1 homo_energy_ev=-12.772
C -2.5497 -0.9045 0.2421
C -2.6124 -0.5610 -1.1264
C -1.3723 -0.7402 1.0242
C -1.3980 -0.0177 -1.7107
C -0.2093 -0.3032 0.4229
C -0.3775 0.0420 -0.8802
C 2.0326 0.5109 0.2618
C 1.0632 -0.0760 1.0444
C 1.7172 0.5489 -1.1998
N 1.1714 2.8014 -1.7264
N 1.8953 -0.3610 3.2084
N 0.9846 -0.1794 2.4537
N 1.4617 1.7376 -1.6469
H -3.3780 -1.2512 0.7278
H -3.3183 -0.6376 -1.8747
H -1.5140 -1.0392 1.9851
H -1.4722 0.2677 -2.7988
H 2.8403 0.9626 0.7122
H 2.1664 -0.2283 -1.9639
H 2.8691 -0.5719 2.8452

Entry 4:
30
Properties=species:S:1:pos:R:3 method="wB97M-V/def2-TZVPD" gap_ha=0.160 total_charge=-2 homo_energy_ev=-1.014
Rh -0.2049 0.0181 0.2099
N 2.1461 1.1430 0.0731
N 1.7520 1.4561 -1.2649
C 0.3614 1.2741 -1.4137
N -0.0213 0.9014 -2.7030
S -0.6764 2.3208 -0.5328
H 2.6420 1.9257 0.5037
H 2.7235 0.3056 0.1390
H 2.2644 0.9492 -1.9832
H 0.3874 0.0132 -2.9853
H -1.0314 0.8640 -2.7779
S -2.1375 -1.2103 -0.6055
C -1.5014 -2.8173 -0.6015
C -2.3797 -3.8672 -0.3655
C -1.9494 -5.1897 -0.3520
C -2.8593 -6.2186 -0.0822
N -3.6273 -7.0458 0.1489
C -0.5827 -5.4752 -0.5978
C 0.2948 -4.4279 -0.8610
C -0.1320 -3.1036 -0.8587
S 1.0110 -1.8555 -1.1629
C -0.1147 -6.7937 -0.5372
N 0.2845 -7.8730 -0.4813
H -3.4180 -3.6415 -0.1631
H 1.3386 -4.6450 -1.0392
S 2.6779 2.6138 2.9607
Sb 0.3571 2.6858 2.8807
S -0.7543 0.2738 2.6292
S 0.7284 -1.0118 2.2958
S -0.2706 3.1207 5.0841

Entry 5:
20
Properties=species:S:1:pos:R:3 method="wB97M-V/def2-TZVPD" gap_ha="0.274 / 0.279" homo_energy_ev="-8.283 / -7.599"
C 2.5429 -0.4615 1.4941
C 2.1493 0.8087 1.8856
C 1.5762 -1.2000 0.7451
C 0.8888 1.3695 1.6706
C 0.3285 -0.6888 0.3700
C -0.0392 0.5684 1.0068
C -0.7233 -1.3747 -0.3452
C -1.9185 -0.7644 -0.3871
C -1.8905 0.0296 -4.0235
N -1.2955 1.1479 0.8142
O -2.9846 0.1842 -3.7330
O -0.7974 -0.1129 -4.2645
O -2.2877 0.3716 0.2251
H 3.6080 -0.6855 1.5710
H 3.0045 1.4800 2.2152
H 1.8085 -2.2295 0.4271
H 0.5374 2.2875 2.0562
H -0.4517 -2.3282 -0.7494
H -2.8365 -1.1504 -0.8448
H -1.2191 2.7485 -0.1335

Entry 6:
17
Properties=species:S:1:pos:R:3 method="wB97M-V/def2-TZVPD" gap_ha=0.269 homo_energy_ev=-7.491
C 0.2072 -2.1085 0.7757
C 0.1016 -1.7177 -0.5473
C -0.1849 -0.3720 -0.8350
C -0.2004 0.4506 -1.9866
C -0.1052 1.9887 -1.6595
C -0.0241 1.9867 -0.3629
C -0.3003 0.5658 0.4286
C 0.3044 0.0255 1.6155
C 0.6721 -1.1948 1.8092
H 0.5438 -3.1660 0.9296
H -0.0333 -2.4209 -1.4809
H -0.6952 -0.0108 -3.0213
H -0.1042 2.9263 -2.1915
H 0.1299 3.0490 0.2794
H -1.3780 0.9311 1.0351
H 0.0802 0.8718 2.4755
H 0.9863 -1.8049 2.7363

Respective energy relative to the best compared isomer or geometry (same formula, charge and spin) values: 55.7, 6.0, 89.8, 53.0, 119.7, 109.6 kcal/mol.